Entry 1:
The following is a quantum chemistry calculation of an isolated ion of composition C12H21BrN2O3P and charge +1, from the Open Molecules 2025 dataset.

## Properties
total charge: +1
highest occupied orbital energy: -12.422 eV
LUMO energy: -4.8 eV
frontier orbital gap: 7.7 eV
energy: -3720.02020 hartree

Cartesian coordinates (Å):
C 2.817 -0.146 1.923
C 3.542 -1.347 1.109
O 4.424 -0.887 0.059
C 3.894 -1.239 -1.259
C 2.728 -0.180 -1.668
O 1.543 -0.814 -2.230
C 0.356 -0.397 -1.597
C -0.713 -1.419 -1.062
C -1.989 -0.878 -0.330
C -3.080 -1.934 0.223
N -2.821 -3.283 -0.417
C -2.159 0.652 -0.163
P -3.658 1.419 0.766
O -5.115 0.686 0.246
Br -3.324 0.944 2.987
N -1.175 1.569 -0.702
C -1.282 3.076 -0.565
C -0.561 3.416 0.859
C 0.015 1.105 -1.383
H 3.338 0.862 1.805
H 2.743 -0.392 3.048
H 1.725 0.004 1.579
H 4.181 -1.918 1.884
H 2.686 -2.016 0.722
H 4.767 -1.050 -1.991
H 3.557 -2.326 -1.325
H 2.544 0.456 -0.740
H 3.154 0.534 -2.472
H -0.518 -2.540 -1.209
H -4.150 -1.605 -0.012
H -2.892 -2.006 1.364
H -2.060 -3.731 0.121
H -3.695 -3.810 -0.216
H -5.367 0.046 0.960
H -0.714 3.583 -1.430
H -2.356 3.449 -0.618
H -0.421 4.532 1.028
H 0.436 2.832 0.828
H -1.190 2.894 1.665
H 0.789 1.857 -1.786

Entry 2:
The following is a quantum chemistry calculation of a 3-piece molecular cluster, C12H21F5NO4 overall, from the Open Molecules 2025 dataset.

## Properties
total charge: -1
highest occupied orbital energy: -4.549 eV
LUMO energy: 2.1 eV
frontier orbital gap: 6.6 eV
energy: -1324.94171 hartree

Cartesian coordinates (Å):
C -2.817 4.608 3.594
C -3.301 3.830 2.642
N -2.945 3.996 1.253
C -4.173 4.117 0.402
C -5.233 5.159 0.900
O -4.817 6.113 1.577
O -6.389 4.892 0.482
C -2.081 2.986 0.806
F -2.107 2.879 -0.535
F -2.337 1.726 1.292
C -0.588 3.247 1.144
F -0.172 4.396 0.621
F -0.343 3.268 2.452
F 0.185 2.265 0.620
H -3.123 4.486 4.628
H -2.141 5.422 3.354
H -4.022 3.042 2.859
H -3.854 4.469 -0.581
H -4.668 3.146 0.291
C 0.421 -1.730 2.079
C 0.002 -1.770 0.616
C 1.207 -1.793 -0.313
O -0.860 -0.683 0.314
H 0.993 -0.819 2.278
H -0.455 -1.723 2.727
H 1.045 -2.588 2.339
H -0.604 -2.663 0.441
H 1.797 -0.881 -0.175
H 0.890 -1.833 -1.355
H 1.852 -2.650 -0.121
H -0.383 0.141 0.466
C 4.905 -4.971 -2.135
C 3.604 -4.615 -2.837
C 3.721 -4.743 -4.348
O 3.171 -3.309 -2.470
H 5.701 -4.290 -2.451
H 4.793 -4.880 -1.054
H 5.216 -5.990 -2.370
H 2.810 -5.274 -2.481
H 4.485 -4.056 -4.725
H 2.775 -4.491 -4.826
H 4.002 -5.756 -4.639
H 3.839 -2.679 -2.764

- The lowest LUMO energy belongs to which entry?
  C12H21BrN2O3P

- Among the records above, which one has the highest LUMO energy?
  C12H21F5NO4

- Look up the frontier orbital gap of the first one.
  7.7 eV

- Look up the LUMO energy of the first one.
  -4.8 eV